No. 1
C39H36CuFP3S2 | wB97M-V/def2-TZVPD

Each line ends with the Löwdin charge.
Positions of all 82 atoms, in Å:
Cu -0.719 0.769 0.424  0.08
C 1.873 3.286 -0.153  -0.28
C 2.492 2.119 0.624  -0.32
P 1.583 0.523 0.588  0.97
C 2.379 -0.310 2.001  -0.36
C 3.756 -0.542 1.969  -0.09
C 4.401 -1.141 3.040  -0.08
C 3.676 -1.500 4.167  -0.08
C 2.317 -1.238 4.227  -0.06
C 1.671 -0.641 3.153  -0.12
C 2.084 -0.143 -1.032  -0.33
C 3.417 -0.183 -1.449  -0.08
C 3.749 -0.605 -2.727  -0.07
C 2.749 -0.964 -3.620  -0.08
C 1.422 -0.912 -3.226  -0.08
C 1.093 -0.518 -1.936  -0.12
C 0.749 3.987 0.619  -0.33
P -0.819 3.076 0.492  1.04
C -1.954 3.719 1.727  -0.35
C -3.066 2.943 2.054  -0.07
C -3.969 3.409 2.999  -0.06
C -3.762 4.634 3.621  -0.08
C -2.654 5.405 3.299  -0.08
C -1.748 4.947 2.352  -0.10
C -1.457 3.626 -1.119  -0.33
C -1.960 4.919 -1.263  -0.08
C -2.410 5.365 -2.494  -0.08
C -2.360 4.519 -3.596  -0.08
C -1.867 3.230 -3.459  -0.07
C -1.422 2.782 -2.222  -0.08
H 1.508 2.957 -1.132  0.10
H 2.657 4.015 -0.363  0.11
H 2.600 2.379 1.680  0.09
H 3.500 1.924 0.254  0.08
H 4.346 -0.269 1.105  0.08
H 5.466 -1.329 2.991  0.10
H 4.173 -1.985 4.998  0.10
H 1.739 -1.521 5.097  0.11
H 0.608 -0.469 3.218  0.07
H 4.215 0.129 -0.790  0.08
H 4.788 -0.642 -3.028  0.11
H 3.006 -1.290 -4.619  0.11
H 0.635 -1.197 -3.913  0.11
H 0.051 -0.533 -1.636  0.06
H 0.562 4.982 0.209  0.09
H 1.026 4.102 1.670  0.09
H -3.229 1.990 1.560  0.09
H -4.832 2.807 3.251  0.11
H -4.466 4.988 4.363  0.10
H -2.493 6.358 3.784  0.10
H -0.884 5.552 2.108  0.10
H -2.018 5.580 -0.404  0.10
H -2.804 6.368 -2.595  0.10
H -2.718 4.863 -4.558  0.10
H -1.843 2.564 -4.311  0.11
H -1.076 1.759 -2.124  0.08
F -2.473 0.661 -0.078  -0.51
S -0.639 -4.451 2.729  0.20
P -0.721 -3.564 0.994  0.06
S -0.615 -1.535 1.022  0.37
C -2.225 -3.984 0.057  -0.39
C -2.538 -5.331 -0.136  -0.10
C -3.664 -5.689 -0.857  -0.09
C -4.496 -4.707 -1.384  -0.09
C -4.195 -3.369 -1.188  -0.08
C -3.059 -3.005 -0.470  -0.10
C 0.614 -4.142 -0.110  -0.37
C 0.596 -3.821 -1.466  -0.10
C 1.602 -4.271 -2.306  -0.09
C 2.647 -5.034 -1.797  -0.09
C 2.673 -5.351 -0.448  -0.08
C 1.654 -4.912 0.392  -0.11
H -1.899 -6.096 0.291  0.10
H -3.901 -6.736 -1.003  0.10
H -5.381 -4.988 -1.942  0.10
H -4.843 -2.600 -1.590  0.10
H -2.820 -1.959 -0.308  0.05
H -0.219 -3.228 -1.865  0.10
H 1.574 -4.029 -3.361  0.10
H 3.433 -5.387 -2.453  0.10
H 3.481 -5.950 -0.047  0.10
H 1.648 -5.163 1.446  0.06

Cartesian forces (eV/Å) of the 3 atoms listed first:
Cu 0.3 -0.5 0.2
C 0.0 -0.1 0.0
C 0.2 0.1 0.0

Output
**Max |F|**: 0.73 eV/Å
**Total charge**: 0
**HOMO-LUMO gap (spin up / spin down)**: 7.6 / 6.2 eV
**LUMO (spin up / spin down)**: 0.31 / -1.20 eV
**Expectation value of S²**: 0.758
**2S+1**: 2
**Electronic energy**: -137923.669 eV
**Highest occupied orbital energy (spin up / spin down)**: -7.2 / -7.4 eV


No. 2
C39H37BrF3N5OSbV | wB97M-V/def2-TZVPD

Each line ends with the Löwdin charge.
Positions of all 88 atoms, in Å:
V 1.873 2.222 -0.839  0.95
C 4.571 1.251 -1.211  -0.07
N 3.559 1.035 -0.202  -0.37
C 2.849 -0.237 -0.412  -0.03
C 4.109 1.152 1.163  -0.12
C 3.300 2.202 1.982  -0.12
N 2.465 3.028 1.098  -0.37
C 3.157 4.158 0.428  -0.04
C 1.239 3.468 1.772  -0.02
H 5.350 0.475 -1.234  0.12
H 5.036 2.223 -0.958  0.09
H 4.007 1.298 -2.197  0.11
H 2.958 -0.960 0.356  0.09
H 3.196 -0.613 -1.361  0.11
H 1.820 0.008 -0.579  0.05
H 5.186 1.420 1.077  0.14
H 4.010 0.158 1.654  0.13
H 3.981 2.862 2.605  0.16
H 2.636 1.680 2.683  0.13
H 2.648 4.536 -0.499  0.11
H 4.188 3.925 0.187  0.09
H 3.159 5.054 1.064  0.12
H 1.505 4.305 2.332  0.09
H 0.901 2.630 2.317  0.09
H 0.500 3.708 0.980  0.10
Br -0.741 6.517 5.644  0.68
C -1.516 6.445 3.863  -0.66
C -2.514 5.531 3.653  -0.14
C -2.717 5.186 2.329  -0.03
C -2.017 5.773 1.255  -0.29
C -1.210 6.904 1.542  -0.05
C -0.922 7.170 2.824  -0.16
N -1.811 5.149 0.048  0.05
N -2.720 4.228 -0.218  0.08
C -2.329 3.208 -0.984  -0.26
C -3.244 2.088 -0.902  0.04
C -2.704 0.841 -1.089  0.02
C -1.254 0.633 -1.356  -0.32
O -0.751 -0.509 -1.226  -0.10
C -0.491 1.855 -1.731  -0.14
N 0.790 1.737 -2.285  -0.07
C 1.348 2.783 -2.973  -0.18
C 0.694 4.021 -2.990  -0.05
C -0.527 4.191 -2.358  0.04
C -1.052 3.133 -1.576  -0.15
H -3.191 5.078 4.442  0.14
H -3.397 4.381 2.080  0.10
H -0.754 7.477 0.730  0.12
H -0.200 7.997 3.056  0.12
H -4.245 2.236 -0.581  0.11
H -3.351 -0.036 -1.089  0.09
H 2.296 2.606 -3.492  0.13
H 1.136 4.813 -3.562  0.11
H -1.065 5.150 -2.375  0.14
F 1.964 -9.346 -1.248  0.07
C 1.315 -8.186 -1.378  -0.32
C 2.006 -7.297 -2.172  0.00
C 1.448 -6.022 -2.290  -0.13
C 0.393 -5.606 -1.479  -0.41
C -0.324 -6.592 -0.893  -0.13
C 0.184 -7.900 -0.720  0.01
Sb -0.327 -3.531 -1.480  1.51
C -0.548 -3.667 0.778  -0.35
C -1.630 -4.101 1.482  -0.12
C -1.590 -4.233 2.912  0.01
C -0.476 -3.755 3.569  -0.27
F -0.430 -3.613 4.901  0.06
C 0.690 -3.324 2.832  -0.02
C 0.626 -3.331 1.469  -0.18
C -2.442 -3.805 -1.811  -0.43
C -2.934 -4.869 -2.550  -0.12
C -4.313 -5.005 -2.783  0.00
C -5.184 -4.044 -2.239  -0.27
F -6.525 -4.217 -2.277  0.05
C -4.696 -3.057 -1.385  -0.01
C -3.286 -2.871 -1.270  -0.16
H 2.900 -7.646 -2.619  0.11
H 1.887 -5.263 -2.932  0.08
H -1.212 -6.339 -0.338  0.09
H -0.341 -8.537 -0.041  0.12
H -2.495 -4.536 0.954  0.11
H -2.326 -4.817 3.431  0.11
H 1.665 -3.060 3.342  0.13
H 1.514 -3.012 0.858  0.08
H -2.305 -5.664 -2.938  0.10
H -4.712 -5.935 -3.187  0.12
H -5.347 -2.406 -0.732  0.13
H -2.894 -1.993 -0.657  0.10

Cartesian forces (eV/Å) of the 3 atoms listed first:
V 1.7 0.5 3.1
C 0.1 0.8 -1.2
N -0.1 -0.3 0.6

Output
**Max |F|**: 3.59 eV/Å
**Total charge**: +1
**HOMO-LUMO gap (spin up / spin down)**: 5.1 / 4.7 eV
**LUMO (spin up / spin down)**: -4.27 / -4.85 eV
**Expectation value of S²**: 4.001
**2S+1**: 4
**Electronic energy**: -160947.704 eV
**Highest occupied orbital energy (spin up / spin down)**: -9.3 / -9.6 eV


No. 3
C39H37Cl2MnN6O3P2SSe2 | wB97M-V/def2-TZVPD

Each line ends with the Löwdin charge.
Positions of all 93 atoms, in Å:
Mn 0.565 -2.090 1.049  0.64
Se 0.473 2.889 -2.191  0.30
P -0.904 3.098 -0.610  0.55
C -2.534 3.693 -1.152  -0.38
C -3.638 3.575 -0.311  -0.10
C -4.883 4.039 -0.717  -0.08
C -5.025 4.626 -1.968  -0.08
C -3.923 4.757 -2.805  -0.08
C -2.678 4.291 -2.399  -0.14
C -0.354 4.315 0.629  -0.33
C -1.153 5.365 1.068  -0.08
C -0.652 6.290 1.982  -0.09
C 0.644 6.167 2.456  -0.10
C 1.447 5.121 2.012  -0.07
C 0.956 4.203 1.100  -0.10
C -1.125 1.559 0.314  -0.41
C -1.594 0.273 0.035  -0.42
N -1.061 -0.527 0.992  -0.10
N -0.346 0.231 1.820  -0.11
N -0.358 1.481 1.433  0.01
P -2.837 -0.457 -1.071  0.51
Se -3.068 -2.526 -0.898  0.36
C -2.382 0.085 -2.741  -0.34
C -1.684 -0.812 -3.551  -0.12
C -1.247 -0.412 -4.807  -0.07
C -1.518 0.874 -5.264  -0.08
C -2.228 1.760 -4.467  -0.10
C -2.659 1.367 -3.207  -0.13
C -4.403 0.372 -0.659  -0.36
C -4.709 0.589 0.684  -0.10
C -5.973 1.033 1.049  -0.08
C -6.941 1.260 0.075  -0.10
C -6.642 1.036 -1.262  -0.09
C -5.380 0.586 -1.627  -0.09
H -3.526 3.112 0.662  0.11
H -5.738 3.929 -0.062  0.10
H -5.999 4.977 -2.293  0.10
H -4.033 5.220 -3.780  0.10
H -1.811 4.362 -3.046  0.06
H -2.162 5.480 0.703  0.09
H -1.280 7.107 2.317  0.10
H 1.032 6.886 3.168  0.10
H 2.461 5.018 2.381  0.10
H 1.578 3.388 0.753  0.09
H -1.502 -1.823 -3.193  0.06
H -0.698 -1.108 -5.431  0.10
H -1.174 1.185 -6.244  0.10
H -2.437 2.766 -4.816  0.10
H -3.210 2.065 -2.587  0.07
H -3.960 0.392 1.444  0.11
H -6.205 1.195 2.095  0.10
H -7.930 1.603 0.360  0.10
H -7.396 1.202 -2.023  0.10
H -5.158 0.386 -2.669  0.11
N 0.845 -2.029 -1.340  -0.01
N 0.515 -3.317 -1.797  -0.01
C 0.276 -4.297 -0.805  -0.76
O 0.522 -5.470 -1.114  -0.01
O -0.176 -3.859 0.307  -0.18
H 0.333 -1.330 -1.859  0.07
H 1.837 -1.850 -1.422  0.05
H 1.098 -3.673 -2.535  0.12
Cl 1.346 -1.887 3.477  0.74
C 2.921 -1.116 3.448  -0.61
C 3.562 -1.102 4.676  -0.14
C 4.823 -0.551 4.790  -0.11
C 5.429 -0.037 3.654  -0.15
C 4.770 -0.063 2.437  -0.68
Cl 5.641 0.584 1.073  0.63
C 3.455 -0.577 2.258  -0.71
S 2.646 -0.513 0.727  0.57
H 3.063 -1.531 5.536  0.10
H 5.328 -0.528 5.748  0.10
H 6.424 0.389 3.701  0.09
O 2.387 -3.630 1.175  -0.03
C 2.866 -4.530 0.517  -0.50
C 2.865 -5.954 0.978  -0.09
C 4.119 -6.061 1.883  -0.17
C 5.434 -5.500 1.298  -0.19
C 5.494 -3.963 1.142  -0.17
C 4.876 -3.440 -0.167  -0.16
N 3.698 -4.256 -0.554  0.08
H 2.927 -6.633 0.127  0.12
H 1.954 -6.169 1.533  0.13
H 4.267 -7.111 2.144  0.10
H 3.910 -5.524 2.812  0.12
H 5.647 -5.985 0.336  0.11
H 6.240 -5.803 1.971  0.10
H 6.529 -3.622 1.204  0.11
H 4.965 -3.501 1.982  0.11
H 5.588 -3.506 -0.989  0.11
H 4.573 -2.402 -0.055  0.06
H 3.966 -5.106 -1.024  0.12

Cartesian forces (eV/Å) of the 3 atoms listed first:
Mn 0.2 0.1 -1.0
Se 0.1 0.0 0.0
P 0.0 -0.2 0.0

Output
**Max |F|**: 1.05 eV/Å
**Total charge**: -1
**HOMO-LUMO gap (spin up / spin down)**: 7.0 / 7.0 eV
**LUMO (spin up / spin down)**: 2.31 / 2.31 eV
**Expectation value of S²**: 8.754
**2S+1**: 6
**Electronic energy**: -272603.309 eV
**Highest occupied orbital energy (spin up / spin down)**: -4.7 / -4.7 eV


No. 4
C39H38GaO22 | wB97M-V/def2-TZVPD

Each line ends with the Löwdin charge.
Positions of all 100 atoms, in Å:
C -4.541 3.097 -2.818  -0.08
C -4.379 1.784 -3.091  -0.33
C -3.455 1.238 -4.105  -0.34
Ga -1.967 0.113 -3.254  0.34
C -0.626 1.276 -2.223  -0.32
C -0.751 2.746 -2.630  -0.28
C 0.029 3.757 -1.732  -0.10
C -0.876 4.495 -0.781  -0.50
O -1.610 5.374 -1.133  0.13
O -0.804 4.169 0.550  -0.04
C -1.328 2.861 0.847  -0.24
C -2.015 2.913 2.194  -0.07
H -4.835 3.440 -1.831  0.03
H -4.329 3.853 -3.570  0.04
H -4.986 1.064 -2.540  0.08
H -3.045 2.044 -4.723  0.04
H -3.978 0.539 -4.773  0.03
H -2.556 -1.083 -2.335  -0.11
H -1.176 -0.609 -4.481  -0.10
H 0.362 0.894 -2.505  0.03
H -0.785 1.125 -1.154  0.01
H -1.804 3.043 -2.611  0.07
H -0.423 2.849 -3.667  0.10
H 0.840 3.251 -1.207  0.11
H 0.426 4.557 -2.364  0.11
H -0.516 2.128 0.830  0.09
H -2.039 2.562 0.071  0.13
H -2.491 1.954 2.407  0.07
H -1.309 3.145 2.997  0.07
H -2.765 3.707 2.187  0.08
C -0.557 -1.837 3.889  0.09
C 0.180 -2.327 4.894  -0.25
C 1.403 -1.613 5.424  -0.33
O 1.971 -2.134 6.373  0.09
C 1.810 -0.382 4.796  0.06
C 1.079 0.112 3.785  -0.22
C -0.164 -0.579 3.278  -0.29
O -0.766 -0.027 2.382  0.12
O 1.371 1.238 3.160  0.13
O -0.093 -3.466 5.522  0.11
H -1.437 -2.336 3.508  0.14
H 2.690 0.121 5.169  0.13
H 0.677 1.372 2.482  0.10
H 0.603 -3.573 6.199  0.12
C 2.358 -0.080 -8.774  0.06
C 2.236 0.353 -7.510  -0.23
C 1.564 -0.474 -6.438  -0.31
O 1.527 -0.002 -5.324  0.10
C 1.002 -1.765 -6.803  0.08
C 1.125 -2.187 -8.065  -0.23
C 1.822 -1.376 -9.127  -0.32
O 1.892 -1.867 -10.243  0.09
O 0.652 -3.354 -8.510  0.08
O 2.686 1.519 -7.079  0.11
H 2.841 0.501 -9.547  0.13
H 0.498 -2.332 -6.032  0.13
H 0.889 -3.387 -9.458  0.11
H 2.450 1.557 -6.128  0.12
C -2.282 2.005 7.428  0.09
C -3.434 1.982 8.114  -0.23
C -3.914 0.746 8.839  -0.31
O -4.964 0.838 9.449  0.10
C -3.109 -0.455 8.772  0.08
C -1.958 -0.434 8.085  -0.22
C -1.473 0.808 7.375  -0.28
O -0.411 0.734 6.781  0.10
O -1.151 -1.479 7.978  0.12
O -4.247 3.020 8.221  0.12
H -1.928 2.880 6.901  0.14
H -3.464 -1.337 9.286  0.14
H -0.384 -1.186 7.449  0.10
H -4.998 2.721 8.770  0.12
C 0.983 -6.606 -7.659  0.08
C 1.856 -7.405 -8.285  -0.23
C 2.050 -8.851 -7.898  -0.32
O 2.858 -9.495 -8.545  0.09
C 1.280 -9.383 -6.794  0.07
C 0.407 -8.585 -6.162  -0.24
C 0.195 -7.143 -6.566  -0.30
O -0.634 -6.517 -5.937  0.12
O -0.343 -8.972 -5.143  0.12
O 2.623 -7.010 -9.295  0.11
H 0.837 -5.570 -7.932  0.11
H 1.436 -10.415 -6.514  0.13
H -0.875 -8.191 -4.890  0.12
H 3.149 -7.791 -9.553  0.12
C 2.546 4.881 5.050  0.08
C 3.819 5.238 5.266  -0.23
C 4.735 4.455 6.179  -0.32
O 5.878 4.862 6.290  0.09
C 4.212 3.290 6.859  0.07
C 2.937 2.930 6.647  -0.23
C 2.028 3.705 5.720  -0.31
O 0.902 3.267 5.607  0.10
O 2.359 1.882 7.209  0.10
O 4.393 6.295 4.708  0.11
H 1.884 5.432 4.397  0.14
H 4.872 2.744 7.518  0.13
H 1.438 1.845 6.863  0.08
H 5.313 6.305 5.036  0.12

Cartesian forces (eV/Å) of the 3 atoms listed first:
C 0.0 -0.4 0.1
C -0.1 0.6 -0.2
C -0.9 0.0 -0.4

Output
**Max |F|**: 1.00 eV/Å
**Total charge**: -1
**HOMO-LUMO gap**: 3.9 eV
**LUMO**: -0.47 eV
**2S+1**: 1
**Electronic energy**: -138477.386 eV
**Highest occupied orbital energy**: -4.4 eV


No. 5
C39H39AlIN2O3PS3Si | wB97M-V/def2-TZVPD

Each line ends with the Löwdin charge.
Positions of all 90 atoms, in Å:
Al -0.252 -0.343 -0.504  -0.56
I -0.768 -3.323 -1.947  1.23
C 0.025 -4.874 -0.798  -0.61
C -0.667 -6.053 -0.889  -0.17
C -0.134 -7.255 -0.384  -0.07
C 1.121 -7.254 0.136  -0.04
C 1.857 -6.050 0.255  -0.16
C 3.178 -6.115 0.758  -0.02
C 3.926 -4.988 0.898  -0.05
C 3.334 -3.743 0.631  -0.09
C 2.047 -3.620 0.161  -0.26
P 1.416 -1.903 0.426  1.01
C 2.817 -0.841 -0.031  -0.40
C 3.161 0.287 0.711  -0.11
C 4.153 1.133 0.231  -0.06
C 4.776 0.880 -0.980  -0.07
C 4.414 -0.233 -1.730  -0.07
C 3.438 -1.093 -1.258  -0.12
C 1.253 -1.944 2.238  -0.37
C 0.015 -2.350 2.732  -0.10
C -0.175 -2.517 4.094  -0.07
C 0.874 -2.276 4.971  -0.08
C 2.107 -1.865 4.483  -0.09
C 2.298 -1.694 3.119  -0.08
C 1.290 -4.802 -0.135  -0.19
H -1.621 -6.068 -1.398  0.08
H -0.704 -8.171 -0.466  0.11
H 1.587 -8.173 0.469  0.11
H 3.580 -7.087 1.017  0.12
H 4.944 -5.031 1.261  0.11
H 3.911 -2.854 0.847  0.10
H 2.673 0.534 1.650  0.03
H 4.433 2.000 0.817  0.10
H 5.542 1.552 -1.348  0.11
H 4.885 -0.428 -2.684  0.11
H 3.152 -1.956 -1.847  0.12
H -0.807 -2.533 2.048  0.11
H -1.140 -2.830 4.470  0.11
H 0.730 -2.409 6.036  0.11
H 2.926 -1.668 5.164  0.11
H 3.260 -1.359 2.755  0.11
C 0.587 6.104 3.401  -0.11
C 0.994 6.111 2.076  -0.10
C 0.585 5.095 1.220  -0.11
C -0.234 4.061 1.672  -0.31
C -0.621 4.063 3.014  -0.10
C -0.218 5.073 3.872  -0.10
Si -0.829 2.745 0.484  0.39
C -2.680 2.780 0.283  -0.31
C -3.533 2.074 1.131  -0.11
C -4.909 2.144 0.976  -0.09
C -5.453 2.918 -0.040  -0.09
C -4.619 3.618 -0.899  -0.08
C -3.243 3.548 -0.737  -0.10
H 0.895 6.901 4.068  0.10
H 1.618 6.915 1.704  0.10
H 0.900 5.116 0.182  0.10
H -1.253 3.264 3.392  0.10
H -0.539 5.065 4.907  0.10
H -0.192 3.013 -0.825  0.01
H -3.115 1.444 1.910  0.08
H -5.558 1.585 1.639  0.10
H -6.527 2.964 -0.170  0.10
H -5.039 4.205 -1.706  0.10
H -2.600 4.077 -1.432  0.10
C 4.369 5.251 3.770  -0.09
C 3.419 4.284 4.456  -0.26
N 3.059 3.216 3.516  -0.02
C 2.466 2.019 3.629  -0.13
S -0.222 0.872 1.328  0.51
N 2.003 1.609 4.817  -0.02
C 1.898 2.202 6.153  -0.25
C 3.038 1.788 7.075  -0.09
H 4.643 6.063 4.443  0.08
H 3.896 5.689 2.889  0.06
H 5.282 4.742 3.457  0.08
H 2.530 4.824 4.786  0.08
H 3.904 3.853 5.331  0.10
H 3.265 3.456 2.560  0.09
H 1.579 0.698 4.757  0.08
H 0.949 1.863 6.576  0.11
H 1.827 3.281 6.077  0.09
H 3.058 0.703 7.196  0.07
H 2.923 2.237 8.063  0.07
H 4.003 2.092 6.667  0.06
O -1.877 -0.311 -1.281  -0.43
S -1.554 0.075 -2.756  0.20
O -2.167 1.320 -3.095  -0.32
O -1.815 -1.059 -3.605  -0.44
S 0.510 0.299 -2.506  0.52

Cartesian forces (eV/Å) of the 3 atoms listed first:
Al -0.1 0.2 0.0
I 0.0 0.0 -0.1
C 0.0 0.0 0.0

Output
**Max |F|**: 0.25 eV/Å
**Total charge**: 0
**HOMO-LUMO gap**: 7.4 eV
**LUMO**: -0.40 eV
**2S+1**: 1
**Electronic energy**: -114572.875 eV
**Highest occupied orbital energy**: -7.8 eV


total charge of number 4 (C39H38GaO22)? -1